The following is a quantum chemistry calculation of a cluster of 12 separate species, C76H168N16O12 in total in a non-equilibrium geometry, from OMol25.

The calculation puts the total energy at -4775.2447 hartree. The SMILES is CC1(C)CCCC(C)(C)N1O.CC1(C)CCCC(C)(C)N1O.CC1(C)CCCC(C)(C)N1O.CC1(C)CCCC(C)(C)N1O.CC1(C)CCCC(C)(C)N1O.CC1(C)CCCC(C)(C)N1O.CC1(C)CCCC(C)(C)N1O.CC1(C)CCCC(C)(C)N1O.NC(N)=O.NC(N)=O.NC(N)=O.NC(N)=O. The calculation puts the highest occupied orbital energy at -8.4 eV.

```
272
Properties=species:S:1:pos:R:3:mulliken_charge:R:1
C 20.209 21.198 14.834 -0.83
C 19.859 19.869 14.171 1.46
C 21.228 19.284 13.778 -1.48
C 19.135 18.861 15.088 -1.35
C 17.749 19.411 15.356 1.66
C 16.986 19.519 14.048 -0.36
C 17.723 20.528 13.075 2.00
C 17.028 20.329 11.660 -1.69
C 17.446 21.950 13.538 -1.49
N 19.154 20.071 12.888 0.01
O 19.754 21.054 12.143 -0.49
H 21.263 21.169 15.101 0.55
H 20.155 21.986 14.115 0.20
H 19.563 21.456 15.668 -0.20
H 21.128 18.261 13.432 0.38
H 21.679 19.971 12.981 0.41
H 21.786 19.267 14.727 0.27
H 19.178 17.895 14.535 0.53
H 19.725 18.662 16.014 -0.25
H 17.335 18.692 16.111 -0.32
H 17.770 20.370 15.831 -0.95
H 16.039 19.924 14.269 -0.13
H 16.829 18.643 13.487 -0.04
H 15.971 20.385 11.831 0.24
H 17.251 19.318 11.247 0.36
H 17.276 21.166 10.966 0.44
H 16.403 22.197 13.362 0.40
H 18.009 22.595 12.864 0.51
H 17.671 22.003 14.601 -0.19
H 19.925 20.585 11.342 0.41
C 21.041 16.941 21.658 -1.69
C 20.816 18.508 21.502 1.38
C 19.318 18.581 21.865 -0.51
C 21.652 19.382 22.507 -1.09
C 23.042 19.639 21.920 -0.92
C 22.997 20.084 20.434 -1.03
C 22.283 19.098 19.529 2.45
C 22.144 19.675 18.143 -2.42
C 22.944 17.756 19.400 -2.02
N 20.911 19.021 20.130 0.98
O 20.047 18.219 19.210 -0.33
H 20.630 16.483 20.721 0.06
H 22.112 16.715 21.613 0.24
H 20.577 16.607 22.566 0.80
H 18.861 19.540 21.667 -1.01
H 18.706 17.850 21.387 -0.14
H 19.263 18.422 22.925 0.88
H 21.120 20.328 22.724 0.41
H 21.739 18.932 23.444 0.51
H 23.472 20.404 22.502 0.58
H 23.604 18.698 22.040 0.35
H 24.076 20.160 20.068 0.32
H 22.614 21.085 20.212 0.34
H 21.994 18.945 17.380 0.68
H 23.112 20.177 17.954 0.47
H 21.340 20.428 18.109 -0.24
H 22.212 17.014 19.252 0.38
H 23.482 17.451 20.342 0.29
H 23.640 17.652 18.581 0.47
H 19.564 18.983 18.900 0.18
C 14.539 14.192 13.985 -1.76
C 13.327 15.113 13.883 2.04
C 12.051 14.329 14.387 -1.79
C 13.449 16.389 14.699 -1.20
C 14.484 17.397 14.140 0.60
C 13.979 17.811 12.766 -0.47
C 13.949 16.560 11.839 1.58
C 13.181 16.951 10.585 -1.89
C 15.309 16.046 11.366 -1.83
N 13.058 15.516 12.460 0.12
O 13.092 14.365 11.532 -0.51
H 14.512 13.407 13.207 0.36
H 15.487 14.700 13.951 0.29
H 14.416 13.727 14.942 0.48
H 12.147 14.200 15.458 0.24
H 11.141 14.923 14.228 0.44
H 11.953 13.345 13.926 0.45
H 12.515 16.898 14.843 0.48
H 13.816 16.037 15.693 -0.25
H 14.514 18.211 14.936 -0.61
H 15.495 17.038 14.148 0.45
H 14.596 18.613 12.242 -0.53
H 12.976 18.163 12.796 0.66
H 13.665 17.834 10.145 0.39
H 12.201 17.410 10.819 0.38
H 13.141 16.091 9.879 0.45
H 15.599 16.748 10.629 0.53
H 15.176 15.101 10.851 0.52
H 16.091 15.856 12.158 0.15
H 12.103 14.314 11.395 0.38
C 14.171 13.233 18.218 -1.36
C 15.000 14.355 18.881 1.82
C 15.230 13.972 20.349 -0.83
C 16.321 14.607 18.089 -1.57
C 17.026 15.812 18.655 -0.17
C 16.088 17.004 18.648 0.17
C 14.692 16.871 19.249 3.29
C 14.693 16.892 20.854 -2.21
C 13.774 18.024 18.786 -1.82
N 14.212 15.608 18.700 1.15
O 12.911 15.320 19.181 -0.62
H 13.278 12.923 18.866 0.13
H 13.882 13.526 17.200 -0.25
H 14.909 12.319 18.196 0.45
H 15.566 12.927 20.359 0.25
H 16.031 14.493 20.937 -0.92
H 14.225 14.140 20.784 0.53
H 16.878 13.677 18.068 0.49
H 15.948 14.815 17.110 0.10
H 17.349 15.467 19.613 -0.32
H 17.922 15.944 18.066 0.77
H 16.078 17.419 17.655 -0.56
H 16.481 17.900 19.162 -0.62
H 13.705 16.467 21.171 0.52
H 14.651 17.906 21.144 0.94
H 15.485 16.427 21.399 -0.27
H 14.209 19.017 18.746 -0.11
H 12.920 18.021 19.501 0.28
H 13.494 17.955 17.768 0.19
H 12.288 15.709 18.509 0.30
C 15.268 23.049 20.741 -1.54
C 16.715 22.482 20.389 1.64
C 17.209 22.068 21.773 -1.15
C 16.726 21.259 19.535 0.14
C 18.162 20.928 18.883 1.52
C 18.630 22.212 18.248 -2.28
C 18.813 23.374 19.203 2.06
C 19.976 23.044 20.166 -0.91
C 19.045 24.650 18.396 -2.01
N 17.474 23.584 19.763 0.30
O 17.618 24.607 20.842 -0.54
H 14.707 23.143 19.803 0.03
H 14.737 22.306 21.350 0.11
H 15.375 24.029 21.200 0.57
H 18.119 21.448 21.714 -0.10
H 17.296 22.894 22.499 0.40
H 16.400 21.471 22.194 -0.35
H 16.263 20.432 20.104 0.53
H 16.081 21.367 18.686 -0.96
H 18.859 20.525 19.689 -0.92
H 18.029 20.187 18.171 0.49
H 17.839 22.639 17.552 -0.27
H 19.534 22.089 17.678 0.62
H 19.720 22.027 20.571 -0.14
H 20.211 23.768 20.973 0.47
H 20.842 22.840 19.480 0.29
H 18.158 25.002 17.846 0.33
H 19.772 24.366 17.607 0.39
H 19.456 25.469 19.027 0.40
H 17.193 25.343 20.432 0.35
C 11.316 18.832 21.723 -1.48
C 10.373 19.928 22.249 2.20
C 9.264 20.193 21.264 -2.16
C 9.711 19.597 23.640 -1.44
C 10.808 19.626 24.688 0.57
C 11.506 20.984 24.752 -1.56
C 12.062 21.438 23.434 2.11
C 12.209 22.943 23.502 -2.18
C 13.453 20.676 23.086 -0.12
N 11.013 21.256 22.410 -0.15
O 11.627 21.707 21.201 -0.14
H 11.825 19.277 20.903 -0.51
H 12.004 18.486 22.556 0.07
H 10.690 18.067 21.358 1.05
H 9.647 20.443 20.288 0.12
H 8.576 19.390 21.145 0.48
H 8.686 21.034 21.666 0.51
H 8.783 20.142 23.807 0.30
H 9.521 18.512 23.514 0.43
H 10.381 19.345 25.702 0.40
H 11.540 18.794 24.449 -0.36
H 12.319 20.964 25.442 0.47
H 10.849 21.761 25.111 0.39
H 11.208 23.354 23.723 0.50
H 12.646 23.347 22.607 0.33
H 12.876 23.217 24.307 0.44
H 14.386 21.253 23.443 0.49
H 13.426 20.450 22.018 -0.21
H 13.450 19.696 23.558 -0.88
H 11.017 22.413 20.947 0.34
C 17.522 14.798 27.000 -2.05
C 16.903 16.174 26.805 1.66
C 16.671 16.689 28.263 -1.78
C 17.846 17.175 26.093 -1.45
C 17.226 18.505 25.721 -0.82
C 16.069 18.243 24.788 -0.72
C 15.012 17.266 25.480 2.32
C 14.057 17.777 26.534 -1.64
C 14.108 16.803 24.328 -0.47
N 15.727 15.958 25.913 1.40
O 14.816 15.180 26.635 -0.73
H 18.393 14.963 27.643 0.50
H 16.826 14.165 27.513 0.46
H 17.872 14.456 26.070 0.35
H 15.842 16.167 28.729 0.35
H 17.616 16.580 28.849 0.46
H 16.440 17.740 28.288 0.35
H 18.648 17.300 26.763 0.62
H 18.308 16.728 25.167 -0.15
H 16.753 19.113 26.544 0.42
H 17.896 19.188 25.260 0.72
H 16.326 17.910 23.806 0.05
H 15.437 19.163 24.562 -0.27
H 13.173 18.139 26.075 0.27
H 14.380 18.693 27.050 0.32
H 13.685 16.995 27.188 0.34
H 13.463 15.978 24.614 0.77
H 14.795 16.439 23.583 -0.52
H 13.640 17.578 23.864 -0.65
H 14.567 14.365 26.200 0.24
C 14.072 23.686 16.555 -2.20
C 13.208 22.412 16.439 1.95
C 13.988 21.273 15.750 -0.43
C 12.783 21.982 17.872 0.98
C 11.715 20.961 17.872 1.53
C 10.456 21.526 17.174 -2.33
C 10.710 21.993 15.716 2.00
C 10.824 20.742 14.765 -1.39
C 9.585 22.860 15.077 -2.05
N 11.972 22.870 15.729 -0.01
O 12.408 23.114 14.424 -0.49
H 13.592 24.618 16.834 0.44
H 14.438 23.782 15.505 0.51
H 15.001 23.459 17.127 0.13
H 13.954 21.437 14.666 0.47
H 13.492 20.323 15.883 -0.47
H 15.005 21.301 16.114 0.07
H 13.752 21.417 18.351 -1.59
H 12.378 22.821 18.465 0.68
H 11.415 20.719 18.866 -0.69
H 12.023 19.982 17.456 -0.56
H 10.011 22.316 17.730 0.41
H 9.740 20.706 17.159 0.50
H 11.521 20.005 15.176 -0.07
H 9.880 20.258 14.706 0.58
H 10.999 21.078 13.742 0.39
H 8.623 22.314 15.220 0.37
H 9.529 23.876 15.489 0.43
H 9.748 23.016 14.057 0.52
H 12.051 24.004 14.199 0.40
N 16.534 13.996 23.890 0.62
C 17.722 13.868 23.199 0.02
N 18.423 14.968 22.735 0.37
O 18.136 12.744 22.854 -0.91
H 16.277 14.868 24.314 -0.50
H 16.254 13.081 24.170 0.13
H 19.145 14.603 22.135 0.26
H 18.507 15.935 23.026 -0.14
N 16.615 10.440 20.698 -0.30
C 15.796 10.032 21.763 0.48
N 16.044 10.785 22.838 -0.20
O 14.864 9.259 21.707 -0.69
H 16.698 9.720 20.021 0.22
H 17.317 11.065 20.835 0.17
H 16.769 11.492 22.837 0.14
H 15.491 10.733 23.670 0.05
N 13.263 12.393 23.803 0.05
C 13.332 11.981 25.056 0.58
N 12.464 10.970 25.385 -0.40
O 14.152 12.464 25.887 -0.74
H 13.776 13.202 23.476 -0.13
H 12.426 12.136 23.297 0.26
H 12.397 10.568 26.290 0.22
H 11.764 10.674 24.720 0.07
N 12.733 10.205 20.085 -0.13
C 12.229 10.517 21.299 0.52
N 12.022 9.396 22.127 -0.55
O 11.717 11.599 21.519 -0.70
H 12.902 9.258 19.855 0.18
H 12.845 10.899 19.358 0.23
H 11.612 9.645 22.991 0.20
H 12.857 8.897 22.301 0.37
```